222
Properties=species:S:1:pos:R:3:mulliken_charge:R:1 method="wB97M-V/def2-TZVPD" multiplicity=1 gap_ha=0.3324
C -8.260 -7.299 1.195 -0.791
O -7.253 -6.359 1.580 -0.279
C -6.048 -6.912 2.029 -0.953
C -4.899 -5.933 1.756 0.763
C -4.772 -5.490 0.321 -1.205
N -3.631 -6.468 2.272 -0.472
H -9.165 -6.698 1.133 0.237
H -8.324 -8.057 1.974 0.325
H -8.095 -7.705 0.196 0.304
H -6.109 -7.120 3.109 0.364
H -5.828 -7.901 1.596 0.418
H -5.152 -5.088 2.408 0.004
H -4.292 -6.298 -0.251 0.418
H -4.044 -4.691 0.195 0.037
H -5.669 -5.286 -0.258 0.413
H -3.765 -6.969 3.145 0.270
H -3.343 -7.180 1.601 0.179
C -1.910 -9.361 0.011 -0.881
O -1.700 -8.001 0.318 -0.257
C -0.760 -7.783 1.360 -1.039
C 0.706 -7.617 0.885 1.377
C 1.081 -8.534 -0.284 -1.730
N 1.681 -7.889 1.958 -0.622
H -1.130 -9.848 -0.578 0.290
H -2.807 -9.425 -0.607 0.264
H -2.062 -9.948 0.923 0.387
H -0.973 -6.804 1.800 0.316
H -0.936 -8.458 2.207 0.298
H 0.775 -6.551 0.667 0.012
H 2.157 -8.447 -0.451 0.419
H 0.583 -8.279 -1.216 0.307
H 0.931 -9.565 0.037 0.413
H 1.703 -8.875 2.203 0.272
H 1.289 -7.420 2.774 0.241
C 3.669 -5.902 0.382 -0.809
O 4.653 -4.902 0.246 -0.341
C 4.736 -4.449 -1.108 -0.824
C 5.623 -3.246 -1.249 1.087
C 5.826 -2.835 -2.693 -1.527
N 7.011 -3.589 -0.764 -0.848
H 3.834 -6.392 1.345 0.375
H 3.663 -6.667 -0.394 0.330
H 2.702 -5.440 0.612 0.201
H 5.050 -5.342 -1.664 0.381
H 3.736 -4.199 -1.494 0.412
H 5.355 -2.447 -0.560 -0.115
H 5.057 -2.170 -3.106 0.264
H 5.926 -3.652 -3.411 0.351
H 6.732 -2.241 -2.823 0.422
H 6.908 -3.712 0.247 0.315
H 7.156 -4.571 -1.012 0.282
C 9.234 1.613 -8.095 -0.760
O 9.530 1.797 -6.736 -0.321
C 8.428 2.328 -6.021 -0.745
C 8.763 2.786 -4.620 0.644
C 7.542 3.174 -3.797 -1.339
N 9.702 3.939 -4.566 -0.769
H 8.303 1.091 -8.336 0.300
H 10.099 1.067 -8.476 0.256
H 9.222 2.601 -8.581 0.329
H 7.920 3.075 -6.650 0.344
H 7.608 1.595 -5.959 0.343
H 9.308 2.031 -4.050 0.276
H 7.805 3.377 -2.759 0.389
H 6.753 2.418 -3.820 0.196
H 7.031 4.101 -4.081 0.278
H 10.547 3.670 -5.060 0.282
H 9.261 4.687 -5.095 0.275
C 4.073 -0.097 1.691 -0.258
O 4.378 -0.646 2.988 -0.407
C 5.101 0.201 3.833 -1.189
C 4.212 1.156 4.662 1.014
C 5.066 1.888 5.677 -1.664
N 3.185 0.361 5.349 -0.434
H 3.335 0.673 1.930 0.116
H 3.616 -0.937 1.178 0.116
H 4.939 0.361 1.214 0.285
H 5.620 -0.412 4.579 0.347
H 5.989 0.685 3.403 0.462
H 3.666 1.872 4.040 -0.026
H 4.541 2.679 6.217 0.342
H 5.968 2.310 5.231 0.407
H 5.407 1.269 6.515 0.410
H 3.019 -0.494 4.827 0.224
H 3.515 0.095 6.269 0.260
C -3.813 1.532 1.078 -0.530
O -3.344 2.070 -0.125 0.318
C -3.430 3.500 -0.173 -1.117
C -2.797 4.100 -1.407 1.712
C -1.304 4.108 -1.154 -1.252
N -3.158 5.500 -1.666 -0.824
H -3.256 1.838 1.973 0.250
H -3.665 0.452 1.036 -0.309
H -4.881 1.698 1.249 0.518
H -4.509 3.721 -0.157 0.288
H -3.084 3.977 0.748 0.372
H -2.998 3.519 -2.316 -0.472
H -0.744 4.688 -1.888 0.444
H -0.947 3.081 -1.022 -0.123
H -1.066 4.544 -0.179 0.265
H -2.820 5.787 -2.576 0.305
H -4.171 5.584 -1.719 0.266
C 2.226 4.570 -8.391 -0.714
O 2.745 5.365 -7.345 -0.391
C 2.345 4.920 -6.074 -0.512
C 2.824 5.876 -4.982 -0.343
N 2.288 5.447 -3.685 -0.183
C 2.954 5.834 -2.441 -0.306
C 3.219 7.315 -2.283 -0.848
O 4.448 7.597 -2.935 -0.188
C 5.044 8.831 -2.562 -0.806
H 1.160 4.391 -8.224 0.310
H 2.861 3.735 -8.685 0.258
H 2.182 5.231 -9.264 0.279
H 2.723 3.896 -5.918 0.290
H 1.252 4.793 -6.061 0.340
H 2.383 6.851 -5.189 0.241
H 3.916 5.829 -4.952 0.261
H 2.239 4.436 -3.749 0.090
H 3.867 5.242 -2.322 0.135
H 2.282 5.553 -1.626 0.364
H 3.364 7.588 -1.232 0.545
H 2.383 7.893 -2.691 0.349
H 5.991 8.933 -3.085 0.222
H 5.186 8.821 -1.478 0.315
H 4.383 9.634 -2.901 0.314
C -6.243 0.190 -2.235 -0.506
O -5.916 0.198 -3.615 -0.432
C -4.998 1.200 -3.938 -0.894
C -3.542 0.698 -3.950 0.364
N -3.483 -0.134 -5.178 -0.354
C -2.185 -0.632 -5.593 -0.671
C -1.252 0.543 -5.921 -0.269
O 0.062 0.190 -6.235 -0.457
C 0.920 1.313 -6.153 -0.611
H -6.339 1.171 -1.766 0.336
H -5.368 -0.201 -1.690 0.032
H -6.996 -0.556 -2.000 0.322
H -5.035 2.177 -3.441 0.348
H -5.183 1.453 -4.986 0.501
H -3.174 0.075 -3.130 0.024
H -2.958 1.601 -4.127 0.067
H -4.165 -0.875 -5.091 0.277
H -2.267 -1.123 -6.568 0.331
H -1.739 -1.375 -4.919 0.307
H -1.334 1.293 -5.123 0.180
H -1.765 1.078 -6.736 0.190
H 1.222 1.523 -5.121 0.148
H 0.479 2.249 -6.508 0.347
H 1.811 1.104 -6.741 0.431
C 4.449 1.789 -2.019 -1.068
O 3.321 1.812 -1.197 -0.297
C 2.575 0.632 -1.364 -0.097
C 1.359 0.747 -0.428 1.029
N 0.463 -0.364 -0.630 0.078
C -0.925 -0.088 -0.318 0.340
C -1.669 -1.383 -0.108 -0.916
O -1.191 -2.133 0.990 -0.218
C -1.847 -3.374 1.086 -0.766
H 5.089 2.641 -1.777 0.419
H 4.212 1.951 -3.083 0.340
H 5.074 0.890 -1.977 0.372
H 3.149 -0.306 -1.266 -0.081
H 2.309 0.502 -2.426 0.388
H 0.844 1.633 -0.804 -0.484
H 1.691 0.952 0.592 -0.713
H 0.757 -1.253 -0.255 0.342
H -1.454 0.351 -1.169 0.065
H -1.106 0.527 0.572 -0.161
H -1.494 -1.988 -1.010 0.610
H -2.721 -1.097 0.008 -0.149
H -1.277 -3.940 1.824 0.273
H -1.922 -4.017 0.203 0.390
H -2.871 -3.301 1.466 0.143
C -9.220 2.789 7.910 -0.737
O -9.218 1.518 7.254 -0.341
C -7.881 1.018 7.191 -0.618
C -7.787 -0.028 6.096 -0.517
N -7.218 0.442 4.869 -0.085
C -7.166 -0.537 3.810 -0.932
C -6.317 -0.098 2.610 -0.083
O -6.520 -0.925 1.500 -0.418
C -6.345 -2.327 1.665 -0.810
H -8.445 2.892 8.673 0.336
H -10.198 2.897 8.374 0.246
H -9.040 3.605 7.207 0.277
H -7.561 0.684 8.183 0.386
H -7.190 1.825 6.910 0.372
H -8.755 -0.541 6.020 0.269
H -7.057 -0.712 6.553 0.298
H -7.565 1.337 4.553 0.240
H -8.156 -0.782 3.394 0.273
H -6.819 -1.506 4.177 0.428
H -5.248 -0.010 2.840 0.035
H -6.643 0.923 2.394 0.315
H -7.257 -2.736 2.097 0.413
H -5.492 -2.585 2.305 0.357
H -6.080 -2.723 0.688 0.270
C -1.327 0.126 3.291 -0.318
O -1.215 1.489 3.571 -0.409
C 0.118 1.938 3.604 0.801
C 0.203 3.390 4.029 -1.439
N -0.262 3.751 5.370 -0.286
C 0.801 3.547 6.355 -0.196
C 0.162 3.591 7.751 -0.830
O -0.813 2.596 8.012 -0.386
C -0.334 1.257 7.844 -0.271
H -1.185 -0.494 4.192 0.413
H -0.637 -0.196 2.508 0.223
H -2.348 -0.165 3.028 -0.145
H 0.504 1.899 2.576 -0.181
H 0.736 1.422 4.353 0.159
H -0.334 3.980 3.274 0.361
H 1.236 3.672 3.804 0.391
H -1.017 3.146 5.687 0.389
H 1.517 4.366 6.238 0.496
H 1.319 2.590 6.226 0.012
H -0.164 4.612 7.935 0.339
H 0.940 3.321 8.482 0.410
H 0.542 1.046 8.463 0.262
H -0.094 1.213 6.781 -0.034
H -1.116 0.558 8.120 0.248